No. 1
The following is a DFT calculation (ωB97M-V with the def2-TZVPD basis set) of a 2-piece molecular cluster, C5H13N3 overall at a distorted geometry.

energy	-362.44581	Eh
charge	0
energy relative to the best compared isomer or geometry (same formula, charge and spin)	85.6	kcal/mol
E_LUMO	0.34	eV
structure (SMILES)	[H]/N=C(\N)CC.C=CN

Bonds (Å) are listed after each position.
Atoms and positions in Å:
1 H -0.11 -0.45 -2.47  N2 1.019
2 N 0.65 -0.04 -1.93  H1 1.019, C3 1.292
3 C 0.21 0.62 -0.91  N2 1.292, N4 1.405, C5 1.654
4 N -0.51 1.82 -1.06  C3 1.405, H7 1.011, H8 1.010
5 C 1.39 0.85 0.23  C3 1.654, C6 1.519, H9 1.092, H10 1.091
6 C 1.71 -0.36 1.08  C5 1.519, H11 1.089, H12 1.091, H13 1.091
7 H -1.44 1.91 -0.66  N4 1.011
8 H -0.02 2.65 -0.76  N4 1.010
9 H 1.30 1.75 0.84  C5 1.092
10 H 2.23 1.04 -0.44  C5 1.091
11 H 1.77 -1.26 0.45  C6 1.089
12 H 1.04 -0.46 1.93  C6 1.091
13 H 2.70 -0.25 1.53  C6 1.091
14 C -1.78 -0.08 0.88  C15 1.377, H17 1.078, H18 1.078
15 C -1.47 -0.77 -0.27  C14 1.377, N16 1.408, H19 1.086
16 N -0.83 -2.03 -0.22  C15 1.408, H20 1.009, H21 1.013
17 H -1.35 -0.31 1.84  C14 1.078
18 H -2.60 0.63 0.88  C14 1.078
19 H -2.15 -0.71 -1.11  C15 1.086
20 H 0.12 -2.12 -0.54  N16 1.009
21 H -0.86 -2.44 0.71  N16 1.013

Atomic partial charges in e from the Löwdin method, atoms 1 to 8: 0.05 0.12 -0.51 0.06 -0.18 -0.13 0.06 0.08

No. 2
The following is a DFT calculation (ωB97M-V with the def2-TZVPD basis set) of a 2-piece molecular cluster, C5H13N3 overall at a distorted geometry.

energy	-362.49812	Eh
charge	0
energy relative to the best compared isomer or geometry (same formula, charge and spin)	52.8	kcal/mol
E_LUMO	0.96	eV
structure (SMILES)	C=CN=C.NCCN

Bonds (Å) are listed after each position.
Atoms and positions in Å:
1 C 1.90 2.54 0.98  C2 1.366, H5 1.091, H6 1.108
2 C 0.75 2.88 1.64  C1 1.366, N3 1.436, H7 1.098
3 N -0.29 1.98 2.06  C2 1.436, C4 1.286
4 C -1.00 1.50 1.10  N3 1.286, H8 1.069, H9 1.086
5 H 2.12 1.51 0.69  C1 1.091
6 H 2.68 3.26 0.67  C1 1.108
7 H 0.67 3.89 2.05  C2 1.098
8 H -1.81 0.84 1.32  C4 1.069
9 H -0.75 1.74 0.07  C4 1.086
10 N -1.22 -2.11 -2.84  C11 1.482, H14 1.020, H15 1.027
11 C -0.58 -1.41 -1.70  N10 1.482, C12 1.521, H16 1.118, H17 1.066
12 C 0.12 -2.44 -0.83  C11 1.521, N13 1.469, H18 1.076, H19 1.112
13 N 0.32 -1.89 0.52  C12 1.469, H20 1.021, H21 1.028
14 H -0.50 -2.53 -3.43  N10 1.020
15 H -1.77 -1.50 -3.45  N10 1.027
16 H -1.39 -1.00 -1.05  C11 1.118
17 H 0.07 -0.61 -1.97  C11 1.066
18 H -0.60 -3.22 -0.72  C12 1.076
19 H 1.04 -2.80 -1.33  C12 1.112
20 H 0.35 -2.62 1.23  N13 1.021
21 H 1.11 -1.25 0.62  N13 1.028

Atomic partial charges in e from the Löwdin method, atoms 1 to 8: -0.01 -0.25 -0.02 -0.05 0.04 0.05 0.10 0.06

No. 3
The following is a DFT calculation (ωB97M-V with the def2-TZVPD basis set) of a 2-piece molecular cluster, C5H13N3 overall at a distorted geometry.

energy	-362.47300	Eh
charge	0
energy relative to the best compared isomer or geometry (same formula, charge and spin)	68.6	kcal/mol
E_LUMO	1.02	eV
structure (SMILES)	[H]/N=N/N(C)C.C=CC

Bonds (Å) are listed after each position.
Atoms and positions in Å:
1 H -2.14 0.01 1.41  N2 1.026
2 N -1.88 0.86 0.90  H1 1.026, N3 1.246
3 N -0.66 0.84 0.63  N2 1.246, N4 1.368
4 N -0.22 1.93 -0.05  N3 1.368, C5 1.455, C6 1.454
5 C -1.17 2.79 -0.74  N4 1.455, H7 1.094, H8 1.093, H9 1.093
6 C 1.06 1.72 -0.72  N4 1.454, H10 1.095, H11 1.094, H12 1.092
7 H -1.64 2.24 -1.56  C5 1.094
8 H -1.93 3.15 -0.03  C5 1.093
9 H -0.65 3.67 -1.12  C5 1.093
10 H 0.91 1.03 -1.56  C6 1.095
11 H 1.77 1.29 -0.01  C6 1.094
12 H 1.45 2.67 -1.08  C6 1.092
13 C 0.35 -2.33 -0.93  C14 1.336, H16 1.087, H17 1.087
14 C 0.60 -1.94 0.33  C13 1.336, C15 1.489, H18 1.144
15 C 0.75 -2.86 1.49  C14 1.489, H19 1.094, H20 1.095, H21 1.095
16 H 0.24 -1.59 -1.72  C13 1.087
17 H 0.25 -3.37 -1.20  C13 1.087
18 H 0.58 -0.82 0.57  C14 1.144
19 H 0.90 -3.89 1.17  C15 1.094
20 H 1.61 -2.57 2.10  C15 1.095
21 H -0.15 -2.82 2.12  C15 1.095

Atomic partial charges in e from the Löwdin method, atoms 1 to 8: 0.05 0.05 -0.09 -0.27 -0.09 -0.07 0.08 0.07

No. 4
The following is a DFT calculation (ωB97M-V with the def2-TZVPD basis set) of a 2-piece molecular cluster, C5H13N3 overall.

energy	-362.45225	Eh
charge	0
energy relative to the best compared isomer or geometry (same formula, charge and spin)	81.6	kcal/mol
E_LUMO (spin up / spin down)	0.27 / 0.12	eV

Bonds (Å) are listed after each position.
Atoms and positions in Å:
1 C 0.49 1.47 -1.60  N3 1.355, H6 1.083, H8 1.084
2 C 2.12 1.55 0.17  N3 1.463, H5 1.097, H9 1.091, H10 1.088
3 N 1.29 0.77 -0.75  C1 1.355, C2 1.463, H4 1.069
4 H 0.77 0.03 -0.20  N3 1.069
5 H 1.56 2.36 0.66  C2 1.097
6 H 0.07 0.92 -2.43  C1 1.083
7 H -0.95 1.47 -0.57  N15 1.133
8 H 0.69 2.52 -1.75  C1 1.084
9 H 2.95 1.99 -0.38  C2 1.091
10 H 2.51 0.89 0.94  C2 1.088
11 C -1.43 -2.16 -0.10  C12 1.517, H19 1.094, H20 1.090, H21 1.094
12 C -0.67 -1.41 0.98  C11 1.517, C13 1.448, N14 1.289
13 C -0.68 0.04 0.93  C12 1.448, N15 1.362, H18 1.084
14 N -0.01 -1.97 1.93  C12 1.289, H16 1.019
15 N -1.51 0.79 0.15  H7 1.133, C13 1.362, H17 1.014
16 H -0.04 -2.99 1.86  N14 1.019
17 H -2.11 0.24 -0.46  N15 1.014
18 H -0.21 0.55 1.76  C13 1.084
19 H -2.50 -2.02 0.01  C11 1.094
20 H -1.21 -3.23 -0.04  C11 1.090
21 H -1.15 -1.81 -1.10  C11 1.094

Atomic partial charges in e from the Löwdin method, atoms 1 to 8: -0.11 -0.11 -0.17 0.08 0.08 0.06 0.08 0.07

No. 5
The following is a DFT calculation (ωB97M-V with the def2-TZVPD basis set) of a 2-piece molecular cluster, C5H13N3 overall at a distorted geometry.

energy	-362.04355	Eh
charge	+1
2S+1	2
energy relative to the best compared isomer or geometry (same formula, charge and spin)	138.4	kcal/mol
E_LUMO (spin up / spin down)	-7.12 / -7.27	eV

Bonds (Å) are listed after each position.
Atoms and positions in Å:
1 C 1.27 -1.19 -0.72  C2 1.506, H9 1.149, H10 1.124, H11 1.208
2 C 1.32 -0.13 0.35  C1 1.506, C3 1.559, N8 1.551, H12 1.088
3 C 0.52 1.13 -0.10  C2 1.559, C4 1.512, H13 1.066, H14 1.097
4 C -0.87 1.05 -0.70  C3 1.512, N7 1.475, H15 1.113, H16 1.098
5 N -3.22 -0.68 1.35  C6 1.351, H17 0.949, H18 1.046
6 C -2.04 -0.45 0.73  N5 1.351, N7 1.374
7 N -1.95 0.85 0.27  C4 1.475, C6 1.374
8 N 2.76 0.30 0.75  C2 1.551, H20 1.080, H21 1.039
9 H 0.29 -1.78 -0.66  C1 1.149
10 H 1.31 -0.59 -1.67  C1 1.124
11 H 2.22 -1.92 -0.55  C1 1.208
12 H 0.81 -0.50 1.24  C2 1.088
13 H 0.25 1.72 0.74  C3 1.066
14 H 1.05 1.73 -0.85  C3 1.097
15 H -1.06 0.40 -1.58  C4 1.113
16 H -1.08 2.05 -1.12  C4 1.098
17 H -3.64 0.10 1.68  N5 0.949
18 H -3.29 -1.56 1.92  N5 1.046
19 H -1.07 -0.41 -2.06  no bonds
20 H 3.24 0.43 -0.20  N8 1.080
21 H 3.18 -0.54 1.19  N8 1.039

Atomic partial charges in e from the Löwdin method, atoms 1 to 8: -0.10 -0.45 -0.13 -0.20 0.13 -0.02 0.08 0.03

No. 6
The following is a DFT calculation (ωB97M-V with the def2-TZVPD basis set) of a 2-piece molecular cluster, C5H13N3O overall at a distorted geometry.

energy	-437.79016	Eh
charge	0
energy relative to the best compared isomer or geometry (same formula, charge and spin)	40.1	kcal/mol
E_LUMO	0.83	eV
structure (SMILES)	[H]/N=C(/C)[C@H](C)N.NC=O

Bonds (Å) are listed after each position.
Atoms and positions in Å:
1 H -0.87 -0.06 -1.73  N2 1.020
2 N -1.08 -0.66 -0.94  H1 1.020, C3 1.261
3 C -0.62 -0.26 0.17  N2 1.261, C4 1.499, C5 1.662
4 C -0.88 -1.11 1.37  C3 1.499, H8 1.090, H9 1.092, H10 1.089
5 C -0.31 1.33 0.53  C3 1.662, C6 1.523, N7 1.423, H11 1.097
6 C -1.29 2.25 -0.19  C5 1.523, H12 1.089, H13 1.088, H14 1.088
7 N 1.02 1.73 0.25  C5 1.423, H15 1.037, H16 1.013
8 H -1.63 -1.88 1.17  C4 1.090
9 H -1.26 -0.54 2.22  C4 1.092
10 H 0.00 -1.60 1.78  C4 1.089
11 H -0.48 1.42 1.61  C5 1.097
12 H -1.15 3.28 0.15  C6 1.089
13 H -1.11 2.22 -1.26  C6 1.088
14 H -2.32 1.95 0.01  C6 1.088
15 H 1.27 1.49 -0.73  N7 1.037
16 H 1.69 1.25 0.83  N7 1.013
17 N 1.25 -2.38 -1.17  C18 1.354, H20 1.011, H21 1.006
18 C 1.79 -1.28 -0.60  N17 1.354, O19 1.220, H22 1.108
19 O 2.08 -0.27 -1.23  C18 1.220
20 H 0.74 -2.23 -2.03  N17 1.011
21 H 0.94 -3.15 -0.60  N17 1.006
22 H 2.22 -1.49 0.40  C18 1.108

Atomic partial charges in e from the Löwdin method, atoms 1 to 8: 0.06 0.13 -0.39 -0.06 -0.40 -0.07 0.02 0.08

No. 7
The following is a DFT calculation (ωB97M-V with the def2-TZVPD basis set) of a 2-piece molecular cluster, C5H13N3O2 overall at a distorted geometry.

energy	-512.99362	Eh
charge	0
energy relative to the best compared isomer or geometry (same formula, charge and spin)	63.8	kcal/mol
E_LUMO	0.62	eV

Bonds (Å) are listed after each position.
Atoms and positions in Å:
1 C 1.59 0.07 -0.33  C4 1.423, O9 1.277, O10 1.393
2 C 0.04 1.77 0.84  C4 1.542, H11 1.086, H12 1.135, H13 1.113
3 C -0.30 1.15 -1.67  C4 1.594, H14 1.036, H15 1.040, H16 1.059
4 C 0.33 0.73 -0.27  C1 1.423, C2 1.542, C3 1.594
5 C -0.67 -1.24 0.37  N6 1.373, N7 1.400, N8 1.418
6 N -0.19 -1.39 1.65  C5 1.373, H17 1.030, H18 1.026
7 N -1.99 -0.79 0.24  C5 1.400, H19 0.961, H20 0.929
8 N -0.17 -2.18 -0.56  C5 1.418, H21 1.037, H22 1.013
9 O 2.04 -0.30 -1.46  C1 1.277
10 O 2.10 -0.20 0.94  C1 1.393, H23 0.977
11 H -0.23 1.42 1.83  C2 1.086
12 H 0.99 2.39 0.77  C2 1.135
13 H -0.76 2.43 0.44  C2 1.113
14 H 0.33 1.69 -2.28  C3 1.036
15 H -1.08 1.81 -1.46  C3 1.040
16 H -0.63 0.27 -2.16  C3 1.059
17 H 0.83 -1.23 1.63  N6 1.030
18 H -0.52 -0.73 2.37  N6 1.026
19 H -2.37 -0.63 -0.62  N7 0.961
20 H -2.16 -0.12 0.86  N7 0.929
21 H -0.95 -2.45 -1.19  N8 1.037
22 H 0.77 -1.89 -0.82  N8 1.013
23 H 2.99 -0.59 0.88  O10 0.977

Atomic partial charges in e from the Löwdin method, atoms 1 to 8: -0.54 -0.07 -0.03 -0.30 -0.48 0.12 0.17 0.14

No. 8
The following is a DFT calculation (ωB97M-V with the def2-TZVPD basis set) of an isolated ion of composition C5H13N4 and charge +1 at a distorted geometry.

energy	-417.05804	Eh
charge	+1
energy relative to the best compared isomer or geometry (same formula, charge and spin)	31.9	kcal/mol
E_LUMO	-3.31	eV
structure (SMILES)	CN[C@@H](C)/C=N\C(N)=[NH2+]

Bonds (Å) are listed after each position.
Atoms and positions in Å:
1 C -1.29 1.58 -0.59  N2 1.480, H10 1.072, H11 1.138, H12 1.162
2 N -0.11 0.82 -0.13  C1 1.480, C3 1.504, H13 0.989
3 C 0.61 0.08 -1.22  N2 1.504, C4 1.515, C5 1.510, H14 1.088
4 C 2.05 0.54 -1.24  C3 1.515, H15 1.059, H16 1.116, H17 1.090
5 C 0.55 -1.38 -0.86  C3 1.510, N6 1.274, H18 1.054
6 N 0.05 -1.71 0.26  C5 1.274, C7 1.345
7 C -0.47 -0.95 1.24  N6 1.345, N8 1.348, N9 1.483
8 N 0.31 -0.49 2.23  C7 1.348, H19 0.955, H20 1.022
9 N -1.95 -0.99 1.31  C7 1.483, H21 1.012, H22 1.050
10 H -1.48 2.43 0.04  C1 1.072
11 H -1.34 1.98 -1.65  C1 1.138
12 H -2.14 0.79 -0.54  C1 1.162
13 H 0.53 1.50 0.20  N2 0.989
14 H 0.04 0.23 -2.14  C3 1.088
15 H 2.45 -0.11 -1.98  C4 1.059
16 H 2.58 0.31 -0.28  C4 1.116
17 H 1.90 1.55 -1.61  C4 1.090
18 H 0.85 -2.24 -1.40  C5 1.054
19 H 1.25 -0.63 2.08  N8 0.955
20 H -0.01 -0.46 3.20  N8 1.022
21 H -2.17 -0.99 2.30  N9 1.012
22 H -2.21 -1.86 0.79  N9 1.050

Atomic partial charges in e from the Löwdin method, atoms 1 to 8: -0.08 -0.09 -0.34 -0.02 0.01 0.13 -0.38 0.21

No. 9
The following is a DFT calculation (ωB97M-V with the def2-TZVPD basis set) of a 2-piece molecular cluster, C5H13N4 overall at a distorted geometry.

energy	-416.89565	Eh
charge	+1
energy relative to the best compared isomer or geometry (same formula, charge and spin)	133.8	kcal/mol
E_LUMO (spin up / spin down)	-4.31 / -4.32	eV

Bonds (Å) are listed after each position.
Atoms and positions in Å:
1 C 2.02 -1.65 0.15  C2 1.356, H10 1.164, H11 1.101
2 C 2.30 -0.33 0.01  C1 1.356, C3 1.526, N6 1.357
3 C 3.36 0.45 0.79  C2 1.526, H12 1.063, H13 1.091, H14 1.133
4 C -2.59 -0.62 -1.27  N9 1.499, H15 1.064, H16 1.157, H17 1.067
5 C -2.14 0.28 1.19  N9 1.540, H18 1.084, H19 1.075, H20 1.081
6 N 1.64 0.47 -0.87  C2 1.357, N7 1.141
7 N 0.81 1.02 -1.42  N6 1.141
8 N -1.00 1.08 -0.70  N9 1.319, H21 0.980, H22 1.088
9 N -1.70 0.05 -0.26  C4 1.499, C5 1.540, N8 1.319
10 H 1.16 -2.26 -0.35  C1 1.164
11 H 2.52 -2.23 0.93  C1 1.101
12 H 2.88 1.08 1.50  C3 1.063
13 H 3.95 -0.29 1.34  C3 1.091
14 H 3.95 1.21 0.21  C3 1.133
15 H -2.82 -1.53 -0.76  C4 1.064
16 H -3.63 -0.11 -1.34  C4 1.157
17 H -2.07 -0.78 -2.18  C4 1.067
18 H -2.20 1.35 1.32  C5 1.084
19 H -3.04 -0.25 1.43  C5 1.075
20 H -1.29 -0.08 1.76  C5 1.081
21 H -1.28 1.35 -1.59  N8 0.980
22 H -0.85 1.79 0.11  N8 1.088

Atomic partial charges in e from the Löwdin method, atoms 1 to 8: 0.12 -0.36 -0.02 -0.02 0.01 0.07 0.27 -0.01

No. 10
The following is a DFT calculation (ωB97M-V with the def2-TZVPD basis set) of a 2-piece molecular cluster, C5H13NO overall at a distorted geometry.

energy	-328.22155	Eh
charge	-1
2S+1	2
energy relative to the best compared isomer or geometry (same formula, charge and spin)	32.2	kcal/mol
E_LUMO (spin up / spin down)	3.70 / 3.53	eV

Bonds (Å) are listed after each position.
Atoms and positions in Å:
1 C 0.96 0.18 0.67  C4 1.491, H7 1.088, H8 1.097, H9 1.114
2 N -1.74 1.12 0.12  C3 1.439, H10 1.013, H11 0.999
3 C -1.05 0.30 -0.83  N2 1.439, C4 1.323, C6 1.518
4 C 0.18 -0.11 -0.57  C1 1.491, C3 1.323, C5 1.527
5 C 0.91 -1.09 -1.48  C4 1.527, H12 1.085, H13 1.101, H14 1.093
6 C -1.96 -0.18 -1.95  C3 1.518, H15 1.087, H16 1.096, H17 1.110
7 H 1.26 -0.66 1.29  C1 1.088
8 H 0.46 0.99 1.21  C1 1.097
9 H 2.00 0.49 0.41  C1 1.114
10 H -1.99 0.61 0.96  N2 1.013
11 H -2.55 1.60 -0.22  N2 0.999
12 H 1.89 -1.35 -1.08  C5 1.085
13 H 1.02 -0.63 -2.48  C5 1.101
14 H 0.18 -1.89 -1.62  C5 1.093
15 H -2.99 -0.04 -1.65  C6 1.087
16 H -1.75 0.28 -2.92  C6 1.096
17 H -1.82 -1.26 -2.19  C6 1.110
18 H 1.51 0.52 3.34  O20 0.968
19 H 2.04 -0.92 3.28  O20 0.971
20 O 2.33 0.00 3.31  H18 0.968, H19 0.971

Atomic partial charges in e from the Löwdin method, atoms 1 to 8: -0.26 0.02 -0.40 -0.34 -0.12 -0.09 0.02 0.04